# 1
Entry from the Open Molecules 2025 dataset: a molecular structure, C37H60IrN2O3Se (ωB97M-V/def2-TZVPD).

total charge	-1
calculated total energy	-4286.94428	hartree
largest force on an atom	0.58	eV/A
LUMO level (alpha / beta)	2.30 / 2.32	eV
frontier orbital gap (alpha / beta)	5.2 / 5.1	eV

XYZ file:
```
104
C37H60IrN2O3Se ωB97M-V/def2-TZVPD
Ir -1.0976 1.8826 -0.2623
C -1.3518 4.5064 1.1472
N -0.7391 4.0234 -0.1063
C -1.3747 4.6436 -1.2850
C 0.7275 4.2412 -0.0919
C 1.4419 3.0592 0.5131
N 1.0839 1.8433 -0.2156
C 1.6534 1.8487 -1.5819
C 1.1012 0.7988 -2.4871
C 1.9342 -0.1896 -2.9845
C 1.4822 -1.1237 -3.9035
C 0.1593 -0.9984 -4.3156
C -0.7232 -0.0276 -3.8370
C -0.2507 0.8945 -2.8666
O -1.0137 1.8633 -2.3562
C -2.1764 0.0068 -4.3264
C -2.5505 1.4081 -4.8311
C -3.0972 -0.3932 -3.1695
C -2.4254 -0.9691 -5.4826
C 2.4249 -2.2093 -4.4223
C 2.9539 -3.0371 -3.2416
C 1.7332 -3.1648 -5.3947
C 3.6111 -1.5631 -5.1522
C 1.5514 0.6348 0.4712
C 0.9814 0.3286 1.8408
C 1.7019 -0.6409 2.5326
C 1.3202 -1.1312 3.7688
C 0.1716 -0.5725 4.3266
C -0.5889 0.4070 3.6936
C -0.2058 0.8605 2.3958
O -0.9391 1.7869 1.8054
C -1.8137 1.0171 4.4006
C -1.5759 2.5172 4.6331
C -2.0615 0.3842 5.7753
C -3.0965 0.8200 3.5793
C 2.1432 -2.2239 4.4510
C 1.5645 -2.6233 5.8089
C 3.5805 -1.7339 4.6748
C 2.1729 -3.4754 3.5615
H -1.2130 5.5927 1.2339
H -0.8877 4.0028 1.9895
H -2.4090 4.2487 1.1424
H -1.1817 5.7259 -1.3014
H -2.4446 4.4517 -1.2366
H -0.9917 4.1707 -2.1872
H 0.9791 5.1470 0.4711
H 1.0518 4.4126 -1.1163
H 1.1154 2.9250 1.5432
H 2.5302 3.2160 0.5155
H 2.7445 1.7397 -1.5024
H 1.4370 2.8184 -2.0257
H 2.9648 -0.2131 -2.6375
H -0.2145 -1.7028 -5.0429
H -2.4416 2.1434 -4.0368
H -3.5896 1.4098 -5.1738
H -1.9121 1.6923 -5.6740
H -2.9873 0.2741 -2.3167
H -2.8715 -1.4166 -2.8496
H -4.1445 -0.3566 -3.4880
H -1.7969 -0.7449 -6.3500
H -3.4700 -0.8838 -5.7917
H -2.2557 -2.0084 -5.1896
H 2.1258 -3.4991 -2.6994
H 3.5060 -2.4146 -2.5355
H 3.6243 -3.8274 -3.5942
H 0.8863 -3.6686 -4.9234
H 2.4418 -3.9298 -5.7232
H 1.3690 -2.6412 -6.2811
H 4.1677 -0.8986 -4.4888
H 3.2603 -0.9715 -6.0008
H 4.3003 -2.3285 -5.5234
H 2.6484 0.6868 0.5606
H 1.3168 -0.1916 -0.1950
H 2.6022 -1.0259 2.0573
H -0.1458 -0.9167 5.2977
H -0.6714 2.6752 5.2276
H -2.4228 2.9500 5.1741
H -1.4735 3.0356 3.6803
H -1.2256 0.5452 6.4618
H -2.2485 -0.6902 5.7013
H -2.9488 0.8450 6.2160
H -3.0257 1.2540 2.5834
H -3.9400 1.2907 4.0964
H -3.3216 -0.2451 3.4845
H 1.5456 -1.7780 6.5002
H 2.1813 -3.4086 6.2534
H 0.5471 -3.0085 5.7125
H 3.5852 -0.8420 5.3055
H 4.0640 -1.4784 3.7302
H 4.1801 -2.5080 5.1637
H 1.1589 -3.8449 3.3908
H 2.7573 -4.2717 4.0330
H 2.6180 -3.2586 2.5886
Se -3.4866 1.8621 -0.1916
C -0.8923 -3.3950 -0.1053
C -1.3413 -1.9549 0.0427
C -2.5740 -1.6400 0.8367
O -0.6893 -1.0779 -0.4841
H -1.5835 -4.1072 0.3425
H 0.0868 -3.4933 0.3695
H -0.7653 -3.6119 -1.1673
H -2.9801 -2.5078 1.3566
H -3.3215 -1.2083 0.1648
H -2.3395 -0.8445 1.5403
```



# 2
Entry from the Open Molecules 2025 dataset: a molecular structure, C37H60N3O2PtS (ωB97M-V/def2-TZVPD).

2S+1	5
total charge	+3
calculated total energy	-2277.06438	hartree
energy relative to the best compared isomer or geometry (same formula, charge and spin)	147.70	kJ/mol
largest force on an atom	0.74	eV/A
LUMO level (alpha / beta)	-9.53 / -11.78	eV
frontier orbital gap (alpha / beta)	6.9 / 5.7	eV
<S²>	6.039

XYZ file:
```
104
C37H60N3O2PtS ωB97M-V/def2-TZVPD
Pt -0.2047 0.5886 0.3110
C 0.5169 6.7112 3.5836
C 1.8185 6.2368 2.8974
C 1.9811 6.9720 1.5479
C 3.0119 6.5652 3.7937
C 1.6771 4.7573 2.6392
C 0.6459 4.3158 1.7447
C 0.4319 2.9688 1.5407
N -0.5320 2.4176 0.7263
C -1.6869 2.9022 0.1435
C -2.3341 4.0690 0.4731
C -3.4947 4.4842 -0.2641
C -3.9537 3.6689 -1.2854
C -3.3748 2.4436 -1.6364
C -2.2523 2.0038 -0.8381
O -1.7387 0.8270 -0.9562
C -3.8884 1.6177 -2.7923
C -4.4189 0.2652 -2.2584
C -2.7306 1.3771 -3.7916
C -5.0284 2.3181 -3.5357
C -4.1480 5.7941 0.1045
C -5.3186 6.1396 -0.8156
C -3.0890 6.9145 0.0238
C -4.6649 5.6781 1.5565
C 1.3454 1.9934 2.0877
O 1.2564 0.7754 1.6746
C 2.3456 2.4190 3.0403
C 2.4764 3.7987 3.2434
C 3.2333 1.4192 3.7461
C 4.1926 0.8248 2.6800
C 4.0750 2.0721 4.8490
C 2.3871 0.2982 4.3829
H 0.5651 7.7910 3.7266
H 0.3910 6.2410 4.5612
H -0.3697 6.4961 2.9766
H 2.1518 8.0291 1.7491
H 1.0892 6.9024 0.9199
H 2.8369 6.5922 0.9863
H 3.0448 7.6421 3.9551
H 3.9591 6.2714 3.3348
H 2.9311 6.0987 4.7783
H 0.0821 5.0429 1.1738
H -1.9990 4.6541 1.3197
H -4.8145 3.9965 -1.8447
H -3.6347 -0.3333 -1.7991
H -4.8203 -0.2956 -3.1022
H -5.2275 0.4156 -1.5391
H -1.8811 0.8759 -3.3325
H -2.3949 2.3163 -4.2361
H -3.0996 0.7400 -4.5950
H -5.9181 2.4366 -2.9126
H -5.3114 1.7047 -4.3902
H -4.7287 3.2944 -3.9229
H -5.0036 6.2411 -1.8569
H -5.7382 7.0974 -0.5104
H -6.1189 5.3988 -0.7561
H -2.6421 6.9692 -0.9711
H -2.2903 6.7872 0.7616
H -3.5703 7.8702 0.2305
H -5.4485 4.9209 1.6311
H -5.0880 6.6381 1.8538
H -3.8718 5.4328 2.2687
H 3.2565 4.1389 3.9024
H 4.7912 1.6057 2.2077
H 3.6588 0.2707 1.9102
H 4.8729 0.1373 3.1839
H 4.8349 2.7448 4.4458
H 4.5995 1.2886 5.3947
H 3.4591 2.6155 5.5694
H 1.7822 -0.2367 3.6519
H 1.7402 0.6996 5.1672
H 3.0636 -0.4202 4.8441
C -2.0013 -5.5793 6.3545
C -2.0347 -5.1565 4.8888
C -3.3788 -4.5493 4.4981
C -3.4495 -4.1458 3.0227
N -2.5663 -3.0107 2.7129
C -2.8250 -1.7464 2.9893
S -1.5421 -0.5836 2.6635
N -3.9761 -1.3728 3.5099
C -4.4062 0.0034 3.8373
C -5.8603 -0.0145 4.2841
C -6.8443 -0.4956 3.2146
C -6.9234 0.4273 2.0003
H -1.0218 -5.9675 6.6277
H -2.7323 -6.3641 6.5504
H -2.2346 -4.7430 7.0162
H -1.8355 -6.0219 4.2508
H -1.2293 -4.4359 4.7000
H -3.5909 -3.6824 5.1346
H -4.1791 -5.2710 4.6746
H -4.4681 -3.8898 2.7221
H -3.1292 -4.9679 2.3864
H -1.6352 -3.2147 2.3803
H -4.6480 -2.0991 3.7243
H -4.2810 0.6316 2.9556
H -3.7711 0.3963 4.6303
H -6.1133 1.0066 4.5755
H -5.9514 -0.6255 5.1873
H -7.8291 -0.5697 3.6745
H -6.5988 -1.5122 2.8849
H -7.2474 1.4272 2.2988
H -7.6431 0.0475 1.2759
H -5.9600 0.5192 1.4858
```



# 3
Entry from the Open Molecules 2025 dataset: a molecular structure, C37H60N6O7RbS2Si in a non-equilibrium geometry (ωB97M-V/def2-TZVPD).

total charge	-1
calculated total energy	-3411.18392	hartree
energy relative to the best compared isomer or geometry (same formula, charge and spin)	70.07	kJ/mol
largest force on an atom	1.23	eV/A
LUMO level	1.80	eV
frontier orbital gap	4.5	eV

XYZ file:
```
114
C37H60N6O7RbS2Si ωB97M-V/def2-TZVPD
Rb 0.8965 -0.0198 -0.1111
O 1.3261 -0.3117 -3.9471
C 2.2962 -0.5094 -3.0540
O 2.8665 0.3789 -2.4709
C 2.5403 -1.9792 -2.7449
O 1.6520 -2.2704 -1.6872
C 2.0589 -3.3088 -0.7883
C 1.2126 -3.0936 0.4877
O 0.2806 -3.9151 0.6778
O 1.5059 -2.0836 1.1493
H 1.1023 0.6613 -3.9439
H 3.5786 -2.0905 -2.4244
H 2.3413 -2.6112 -3.6159
H 3.1214 -3.1953 -0.5534
H 1.8634 -4.2896 -1.2300
O -2.0550 1.6551 1.5006
C -3.3336 1.6639 0.9182
C -3.3566 1.1093 -0.4919
C -4.4800 1.2910 -1.2971
C -4.4944 0.7331 -2.5608
C -3.3748 0.0389 -2.9976
C -2.3013 -0.0739 -2.1339
N -2.2945 0.4224 -0.8957
H -1.8296 0.7307 1.6927
H -3.6719 2.7017 0.8970
H -4.0412 1.0925 1.5290
H -5.3270 1.8550 -0.9243
H -5.3634 0.8367 -3.1980
H -3.3322 -0.4053 -3.9829
H -1.3978 -0.5859 -2.4505
C -2.3979 -6.3087 -0.9326
C -1.6038 -5.1485 -1.5114
C -2.2836 -3.7958 -1.3497
N -2.3438 -3.3896 0.0607
C -3.1272 -2.4573 0.5821
S -2.7971 -1.6652 2.0210
N -4.3025 -2.1169 -0.1107
C -5.2665 -2.8810 -0.7364
O -6.0219 -2.3747 -1.5411
C -5.4498 -4.3028 -0.2949
C -6.0838 -5.1725 -1.1752
C -6.3545 -6.4742 -0.7886
C -6.0058 -6.9025 0.4867
C -5.3926 -6.0294 1.3725
C -5.1100 -4.7267 0.9838
H -1.8659 -7.2512 -1.0730
H -3.3800 -6.4012 -1.4006
H -2.5504 -6.1741 0.1391
H -1.4315 -5.2952 -2.5820
H -0.6289 -5.0963 -1.0269
H -3.2831 -3.8284 -1.7773
H -1.7154 -3.0431 -1.9016
H -1.4673 -3.5756 0.5874
H -4.5152 -1.1296 -0.0962
H -6.3631 -4.8076 -2.1551
H -6.8379 -7.1546 -1.4780
H -6.2163 -7.9203 0.7911
H -5.1278 -6.3591 2.3686
H -4.6430 -4.0455 1.6849
C 3.7260 4.9236 2.5834
C 3.0882 4.0164 1.5251
C 1.8262 4.7208 1.0011
C 4.0341 3.9820 0.3175
Si 2.5864 2.1350 2.0350
C 4.3270 1.1695 2.2018
C 4.1124 -0.1275 2.9951
C 4.7548 0.7127 0.7966
C 5.5128 1.9055 2.8351
C 1.8645 2.2784 3.8877
C 1.1392 0.9604 4.2048
C 2.8389 2.5669 5.0356
C 0.7708 3.3532 3.9274
H 3.9924 5.8990 2.1433
H 4.6389 4.4932 2.9986
H 3.0505 5.1249 3.4165
H 2.0641 5.7557 0.7051
H 1.0154 4.7565 1.7308
H 1.4573 4.1917 0.1183
H 4.1360 4.9943 -0.1054
H 3.6468 3.3288 -0.4717
H 5.0369 3.6384 0.5738
H 3.2735 -0.7113 2.6049
H 3.9359 0.0553 4.0563
H 5.0140 -0.7551 2.9213
H 4.0068 0.0555 0.3417
H 5.6937 0.1405 0.8611
H 4.9183 1.5386 0.1044
H 5.2907 2.2479 3.8477
H 5.8225 2.7759 2.2534
H 6.3857 1.2358 2.8984
H 1.7958 0.0915 4.1953
H 0.3457 0.7674 3.4771
H 0.6727 1.0176 5.2004
H 3.5601 1.7593 5.1718
H 2.2906 2.6703 5.9858
H 3.4025 3.4890 4.8818
H 0.0309 3.1962 3.1353
H 1.1659 4.3657 3.8301
H 0.2385 3.3033 4.8894
C 1.8042 2.7434 -5.9995
C 1.1952 3.9209 -5.2498
C 0.5936 3.5147 -3.9396
N 0.5089 2.2994 -3.5297
N -0.0346 2.1545 -2.2774
C -0.3871 3.2940 -1.7623
N -0.9989 3.4472 -0.5600
S -0.0376 4.6502 -2.7941
H 2.2394 3.0817 -6.9398
H 1.0516 1.9872 -6.2225
H 2.5863 2.2692 -5.4064
H 0.4255 4.4045 -5.8575
H 1.9562 4.6812 -5.0580
H -1.0089 2.6328 0.0527
H -0.7804 4.2967 -0.0635
```



# 4
Entry from the Open Molecules 2025 dataset: a molecular structure, C37H61IN2O3PY (ωB97M-V/def2-TZVPD).

total charge	+2
calculated total energy	-2458.82791	hartree
largest force on an atom	0.56	eV/A
LUMO level	-4.78	eV
frontier orbital gap	8.8	eV

XYZ file:
```
106
C37H61IN2O3PY ωB97M-V/def2-TZVPD
Y -0.0476 0.0120 0.4611
C -4.7898 -1.7707 -1.8614
N -3.7672 -0.7790 -1.5644
C -4.2106 0.6119 -1.6579
C -2.5360 -1.0688 -1.2273
O -1.6684 -0.1812 -1.0152
C -2.0944 -2.5171 -1.0686
O -0.7454 -2.4861 -0.6386
C -0.3274 -3.5813 0.1633
C -0.2225 -3.0131 1.5722
O 0.2910 -1.8618 1.6381
N -0.6856 -3.6722 2.6035
C -0.7967 -3.0555 3.9226
C -1.1872 -5.0432 2.5024
H -5.5929 -1.6865 -1.1303
H -4.3884 -2.7797 -1.8368
H -5.1884 -1.5804 -2.8576
H -5.1620 0.7046 -1.1368
H -4.3437 0.8815 -2.7054
H -3.4765 1.2572 -1.1891
H -2.1744 -3.0341 -2.0321
H -2.7316 -3.0323 -0.3434
H 0.6647 -3.8916 -0.1748
H -1.0054 -4.4269 0.0653
H -0.5618 -2.0011 3.8407
H -0.1267 -3.5548 4.6207
H -1.8259 -3.1708 4.2609
H -0.5598 -5.6419 1.8462
H -2.2235 -5.0569 2.1636
H -1.1420 -5.4838 3.4947
C 1.6107 -1.0262 5.4019
C 0.9525 0.1812 4.7496
C 1.1371 1.4142 5.6440
C 1.4822 0.4823 3.3656
C 2.5558 -0.1838 2.7952
C 3.1469 0.2210 1.5984
C 4.4154 -0.4942 1.1718
C 4.2777 -2.0185 1.2246
C 5.5854 -0.0678 2.0652
C 2.6259 1.3444 0.9230
C 1.5163 2.0173 1.4705
C 0.9370 1.5498 2.6493
C 0.9989 3.3117 0.8608
C -0.4991 3.3081 0.5869
C 1.3568 4.4859 1.7781
C 3.3850 1.9367 -0.2264
C 4.5128 2.6824 0.1035
C 5.3277 3.2173 -0.8789
C 5.0281 3.0043 -2.2148
C 3.8861 2.3020 -2.5554
C 3.0320 1.7839 -1.5796
P 1.4392 1.0073 -2.0202
C 1.9133 -0.6403 -2.7816
C 3.0634 -0.6032 -3.7938
C 2.4046 -1.5010 -1.6146
C 0.6878 -1.2983 -3.4221
C 0.6012 2.1242 -3.2947
C 0.7700 3.5887 -2.8716
C 1.0839 1.9965 -4.7427
C -0.9023 1.8141 -3.2723
H 1.0765 -1.3001 6.3111
H 2.6372 -0.7969 5.6927
H 1.6417 -1.9020 4.7544
H -0.1278 0.0166 4.6475
H 2.1963 1.6563 5.7435
H 0.7416 1.2220 6.6406
H 0.6253 2.2901 5.2486
H 2.9862 -1.0239 3.3185
H 4.6528 -0.1940 0.1481
H 4.3385 -2.3872 2.2488
H 5.0928 -2.4859 0.6741
H 3.3363 -2.3696 0.8009
H 5.3841 -0.3279 3.1059
H 5.7805 1.0005 2.0164
H 6.4918 -0.5905 1.7618
H 0.0818 2.0719 3.0593
H 1.5231 3.4565 -0.0844
H -1.0996 3.1956 1.4890
H -0.8307 2.5262 -0.1248
H -0.7987 4.2374 0.1013
H 0.8472 4.4043 2.7388
H 1.0598 5.4296 1.3222
H 2.4295 4.5230 1.9674
H 4.7524 2.8489 1.1449
H 6.2002 3.7925 -0.6028
H 5.6718 3.4004 -2.9873
H 3.6542 2.1660 -3.5998
H 3.9841 -0.2345 -3.3405
H 2.8422 0.0046 -4.6653
H 3.2544 -1.6192 -4.1451
H 3.3076 -1.0819 -1.1736
H 2.6560 -2.4988 -1.9844
H 1.6953 -1.6691 -0.7862
H 0.3869 -0.8002 -4.3409
H -0.1679 -1.3144 -2.7487
H 0.9322 -2.3322 -3.6753
H 1.7992 3.9330 -2.9416
H 0.4116 3.7671 -1.8579
H 0.1652 4.2035 -3.5392
H 2.1237 2.2849 -4.8724
H 0.4899 2.6761 -5.3563
H 0.9494 0.9998 -5.1543
H -1.3394 2.0251 -2.2963
H -1.1271 0.7782 -3.5220
H -1.3962 2.4535 -4.0058
I -2.3693 0.2962 2.1825
```